# 1
{
  "formula": "C40H47N7O3RuS2SbSe",
  "method": "ωB97M-V with the def2-TZVPD basis set",
  "elements": ["Ru", "N", "C", "O", "C", "C", "H", "H", "H", "H", "H", "H", "C", "C", "C", "C", "N", "C", "S", "N", "H", "H", "H", "H", "H", "C", "C", "C", "C", "C", "C", "C", "Sb", "C", "C", "C", "C", "C", "C", "C", "C", "C", "C", "C", "C", "C", "C", "H", "H", "H", "H", "H", "H", "H", "H", "H", "H", "H", "H", "H", "H", "H", "H", "H", "H", "H", "H", "H", "C", "N", "C", "C", "O", "H", "H", "H", "H", "H", "H", "H", "C", "N", "C", "Se", "N", "C", "C", "C", "C", "C", "C", "H", "H", "H", "H", "H", "H", "H", "H", "O", "S", "N"],
  "positions_angstrom": [[0.62041, -0.15856, -0.29175], [0.25869, 1.74969, 3.69974], [0.59845, 1.27644, 2.48146], [0.50027, 0.08127, 2.21637], [1.11026, 2.27458, 1.47010], [1.65531, 1.57509, 0.23812], [-0.23763, 1.12093, 4.31051], [0.10242, 2.73679, 3.81248], [1.87721, 2.89001, 1.95430], [0.26500, 2.92647, 1.22991], [2.69314, 1.29805, 0.40998], [1.58462, 2.21915, -0.64547], [6.43348, 0.90783, 1.77035], [5.70176, 0.51527, 0.52219], [6.13895, 0.91246, -0.73864], [5.39090, 0.48452, -1.81666], [4.29608, -0.26021, -1.68859], [3.95147, -0.58309, -0.44247], [2.51428, -1.59696, -0.22955], [4.60974, -0.22904, 0.66524], [7.48217, 0.61424, 1.71310], [5.97167, 0.42966, 2.63015], [6.40413, 1.99022, 1.90737], [7.02164, 1.52320, -0.86712], [5.67972, 0.73984, -2.83121], [0.36336, -3.69444, -2.58251], [0.19757, -4.76098, -1.53916], [0.49367, -6.08263, -1.86718], [0.31998, -7.11130, -0.95661], [-0.16069, -6.83024, 0.31135], [-0.45046, -5.51955, 0.65574], [-0.27471, -4.47996, -0.25276], [-0.81687, -2.49761, 0.35655], [-0.44959, -2.78187, 2.43472], [0.78504, -3.36831, 2.71491], [1.23533, -3.51283, 4.01552], [0.44169, -3.06879, 5.06187], [-0.77564, -2.47022, 4.78956], [-1.23425, -2.29588, 3.48321], [-2.53660, -1.56624, 3.29748], [-2.91529, -2.77261, 0.17077], [-3.54448, -3.58446, 1.11070], [-4.90663, -3.82800, 1.04677], [-5.65186, -3.24523, 0.03237], [-5.02421, -2.46212, -0.92201], [-3.65065, -2.22682, -0.88419], [-2.99691, -1.46869, -2.00827], [0.91073, -4.07633, -3.44399], [0.90355, -2.82563, -2.20724], [-0.61191, -3.35111, -2.93911], [0.87050, -6.30165, -2.85908], [0.56081, -8.12873, -1.23685], [-0.30472, -7.62242, 1.03445], [-0.80604, -5.31272, 1.65742], [1.41889, -3.71481, 1.90611], [2.20136, -3.96213, 4.20489], [0.77706, -3.17099, 6.08629], [-1.38713, -2.10434, 5.60724], [-2.60586, -0.74375, 4.01083], [-3.39356, -2.22072, 3.46907], [-2.64657, -1.13997, 2.30237], [-2.96706, -4.02865, 1.91388], [-5.38068, -4.46242, 1.78465], [-6.71929, -3.41531, -0.02657], [-5.60575, -2.02887, -1.72730], [-3.73875, -1.16874, -2.74783], [-2.25910, -2.09716, -2.51271], [-2.47020, -0.57210, -1.66957], [-0.88415, -0.57581, -5.00680], [-0.04225, 0.53072, -4.60574], [0.00473, 1.68814, -5.47538], [0.60963, 0.51207, -3.44267], [0.60061, -0.43682, -2.65838], [-0.59437, -0.92219, -6.00076], [-1.93116, -0.26528, -5.03168], [-0.76475, -1.38607, -4.29355], [0.48836, 1.43610, -6.42180], [0.55048, 2.48954, -4.98457], [-1.00613, 2.04742, -5.67374], [1.19007, 1.42009, -3.24582], [-2.98194, 5.15835, -0.39259], [-1.54548, 5.32864, -0.49112], [-0.75457, 4.58284, -1.30444], [-1.30505, 3.32930, -2.49768], [0.52731, 4.96608, -1.05337], [0.56431, 5.95905, -0.09316], [1.60560, 6.67153, 0.47534], [1.27316, 7.63748, 1.41369], [-0.05422, 7.87921, 1.76690], [-1.09707, 7.16026, 1.19975], [-0.76522, 6.19055, 0.26713], [-3.19845, 4.12930, -0.11591], [-3.44662, 5.39608, -1.34854], [-3.35412, 5.82996, 0.37626], [1.30539, 4.55194, -1.53554], [2.63454, 6.48831, 0.19722], [2.05877, 8.21533, 1.88059], [-0.27683, 8.64787, 2.49406], [-2.12350, 7.35096, 1.47883], [-1.98759, 2.53898, 1.31599], [-2.13085, 1.18563, 0.68295], [-0.98687, 0.90391, -0.43118]],
  "atomic_forces_ev_per_a": [[-0.2, 0.1, -0.2], [0.0, 0.0, 0.0], [0.0, 0.0, 0.0], [-0.1, 0.0, 0.0], [-0.1, 0.1, 0.0], [0.4, 0.1, 0.1], [0.0, 0.0, 0.0], [0.0, 0.0, 0.0], [0.0, 0.0, 0.0], [0.0, 0.0, 0.0], [0.0, 0.1, -0.1], [0.0, 0.0, 0.0], [0.0, 0.0, 0.0], [0.0, 0.0, 0.0], [0.0, 0.0, 0.0], [0.0, 0.0, 0.0], [0.0, 0.1, -0.1], [-0.2, -0.2, -0.1], [0.0, 0.0, 0.1], [0.0, 0.0, 0.0], [0.0, 0.0, 0.0], [0.0, 0.0, 0.0], [0.0, 0.0, 0.0], [0.0, 0.0, 0.0], [0.0, 0.0, 0.0], [0.0, 0.1, 0.0], [0.0, 0.0, 0.0], [0.0, 0.0, 0.0], [0.0, 0.0, 0.0], [0.0, 0.0, 0.0], [0.0, 0.0, 0.1], [0.1, 0.0, -0.1], [0.2, -0.1, 0.1], [-0.1, 0.0, 0.1], [0.0, -0.1, 0.0], [0.0, 0.0, 0.0], [0.0, 0.0, 0.0], [0.0, 0.0, 0.0], [0.0, 0.0, 0.0], [0.0, 0.1, 0.0], [-0.1, -0.1, 0.0], [0.0, 0.0, 0.0], [0.0, 0.0, 0.0], [0.0, 0.0, 0.0], [0.0, 0.0, 0.0], [0.0, 0.0, -0.1], [0.0, 0.1, 0.0], [0.0, 0.0, 0.0], [0.0, 0.0, 0.0], [0.0, 0.0, 0.0], [0.0, 0.0, 0.0], [0.0, 0.0, 0.0], [0.0, 0.0, 0.0], [0.0, 0.0, 0.0], [0.0, 0.0, 0.0], [0.0, 0.0, 0.0], [0.0, 0.0, 0.0], [0.0, 0.0, 0.0], [0.0, 0.0, 0.0], [0.0, 0.0, 0.0], [0.0, 0.0, 0.0], [0.0, 0.0, 0.0], [0.0, 0.0, 0.0], [0.0, 0.0, 0.0], [0.0, 0.0, 0.0], [0.0, 0.0, 0.0], [0.0, 0.0, 0.0], [0.0, 0.0, 0.0], [0.0, -0.1, 0.0], [0.0, 0.1, 0.0], [0.0, 0.0, 0.0], [0.1, 0.0, 0.0], [-0.2, 0.0, 0.1], [0.0, 0.0, 0.0], [0.0, 0.0, 0.0], [0.0, 0.0, 0.0], [0.0, 0.0, 0.0], [0.0, 0.0, 0.0], [0.0, 0.0, 0.0], [-0.1, 0.0, 0.0], [0.0, 0.1, 0.0], [0.1, -0.1, 0.0], [-0.2, 0.0, 0.0], [0.1, 0.2, -0.1], [0.0, -0.1, -0.1], [0.0, 0.1, 0.1], [0.0, 0.0, 0.0], [0.0, 0.0, 0.0], [0.0, 0.0, 0.0], [0.0, -0.1, 0.0], [0.0, 0.1, 0.0], [0.0, 0.0, 0.0], [0.0, 0.0, 0.0], [0.0, 0.0, 0.0], [0.0, 0.0, 0.0], [0.0, 0.0, 0.0], [0.0, 0.0, 0.0], [0.0, 0.0, 0.0], [0.0, 0.0, 0.0], [0.0, 0.1, 0.0], [0.1, 0.0, -0.3], [0.0, -0.4, 0.2]],
  "homo_lumo_gap_ev": [6.65, 6.68],
  "total_energy_ha": -5694.3322,
  "lumo_energy_ev": [0.45, -0.58],
  "homo_ha": [-0.228, -0.267],
  "multiplicity": 6
}


# 2
{
  "formula": "C40H47N7O3RuS2SbSe",
  "method": "ωB97M-V with the def2-TZVPD basis set",
  "elements": ["Ru", "N", "C", "O", "C", "C", "H", "H", "H", "H", "H", "H", "C", "C", "C", "C", "N", "C", "S", "N", "H", "H", "H", "H", "H", "C", "C", "C", "C", "C", "C", "C", "Sb", "C", "C", "C", "C", "C", "C", "C", "C", "C", "C", "C", "C", "C", "C", "H", "H", "H", "H", "H", "H", "H", "H", "H", "H", "H", "H", "H", "H", "H", "H", "H", "H", "H", "H", "H", "C", "N", "C", "C", "O", "H", "H", "H", "H", "H", "H", "H", "C", "N", "C", "Se", "N", "C", "C", "C", "C", "C", "C", "H", "H", "H", "H", "H", "H", "H", "H", "O", "S", "N"],
  "positions_angstrom": [[-0.28735, 1.27538, -0.25531], [-1.01282, -2.54718, -3.04693], [-0.67625, -1.40972, -2.37352], [-1.54686, -0.61518, -2.01806], [0.80705, -1.20122, -2.14701], [1.22337, 0.10274, -1.45785], [-1.98728, -2.78138, -3.12397], [-0.33034, -3.26964, -3.20661], [1.26951, -1.29045, -3.13605], [1.13912, -2.06825, -1.57637], [1.56348, 0.83352, -2.18801], [2.05996, -0.07552, -0.78176], [6.06102, 4.81737, 1.17758], [5.33166, 4.04171, 0.11577], [5.99829, 3.47990, -0.96714], [5.22090, 2.79966, -1.88097], [3.89714, 2.68517, -1.77467], [3.32108, 3.26448, -0.69287], [1.57961, 3.21244, -0.52849], [4.01282, 3.92149, 0.26337], [7.10515, 4.98048, 0.90639], [6.02281, 4.27702, 2.12711], [5.56941, 5.77849, 1.32972], [7.07020, 3.57210, -1.08796], [5.67173, 2.32274, -2.74787], [0.35810, -3.16996, 4.07272], [1.10866, -1.86872, 3.88067], [2.11841, -1.56798, 4.79713], [2.88150, -0.41419, 4.69309], [2.65784, 0.46672, 3.64618], [1.66204, 0.18350, 2.72228], [0.86537, -0.96582, 2.82908], [-0.58861, -1.26495, 1.26013], [-2.35366, -1.50034, 2.46376], [-2.30659, -1.14521, 3.81240], [-3.47172, -1.07997, 4.56998], [-4.69168, -1.37175, 3.97439], [-4.74121, -1.71587, 2.62934], [-3.58687, -1.76752, 1.84954], [-3.70507, -2.05104, 0.36822], [0.24113, -3.25136, 0.88328], [1.62101, -3.16796, 0.64574], [2.37325, -4.28307, 0.31286], [1.74210, -5.51557, 0.18943], [0.38336, -5.61391, 0.44090], [-0.38620, -4.50135, 0.80372], [-1.84181, -4.73811, 1.14183], [0.06545, -3.29193, 5.11958], [0.99761, -4.01808, 3.80426], [-0.53935, -3.23260, 3.46266], [2.30668, -2.26629, 5.60997], [3.64649, -0.20370, 5.43246], [3.24961, 1.37027, 3.54287], [1.51293, 0.87499, 1.91586], [-1.35849, -0.89336, 4.27427], [-3.42227, -0.79321, 5.61429], [-5.60726, -1.32598, 4.55475], [-5.69883, -1.93977, 2.16643], [-4.59103, -2.65409, 0.15393], [-2.82886, -2.57749, -0.02038], [-3.77153, -1.11190, -0.18458], [2.12414, -2.20729, 0.73548], [3.44318, -4.19338, 0.15799], [2.30782, -6.39867, -0.09099], [-0.10314, -6.58248, 0.37492], [-1.93196, -5.58726, 1.82542], [-2.42636, -4.97880, 0.24785], [-2.29286, -3.87680, 1.62782], [-4.60370, 3.27934, 0.28762], [-4.23922, 2.48172, 1.44812], [-4.73738, 2.91932, 2.74517], [-3.34818, 1.49355, 1.36555], [-2.86189, 1.05967, 0.30585], [-5.68270, 3.24611, 0.12580], [-4.10251, 2.88193, -0.58891], [-4.29617, 4.31605, 0.44673], [-5.80594, 3.12113, 2.66880], [-4.21761, 3.81882, 3.07125], [-4.58198, 2.13184, 3.48224], [-3.08606, 1.07888, 2.33894], [1.17668, 3.69756, -3.86598], [0.37130, 2.52470, -4.21388], [-0.75134, 2.11870, -3.59995], [-1.61350, 2.79997, -2.10300], [-1.17747, 1.02052, -4.24872], [-0.28581, 0.65684, -5.25007], [-0.23741, -0.41593, -6.12643], [0.84645, -0.47435, -6.98601], [1.84212, 0.51216, -6.97134], [1.78529, 1.58222, -6.09287], [0.70237, 1.62787, -5.22916], [0.58778, 4.34465, -3.22564], [1.44322, 4.22000, -4.78754], [2.07186, 3.40518, -3.32407], [-1.94533, 0.48581, -3.87828], [-1.00696, -1.17919, -6.12492], [0.93054, -1.30340, -7.67882], [2.67830, 0.43535, -7.65544], [2.56146, 2.33969, -6.07117], [-1.59811, 4.01319, 3.01276], [-0.70802, 3.64613, 1.91379], [-0.61480, 2.20010, 1.56955]],
  "atomic_forces_ev_per_a": [[0.2, 0.3, -1.0], [0.1, 0.2, 0.1], [-0.2, 0.2, 0.1], [0.3, -0.3, 0.0], [-0.2, 0.2, 0.2], [-0.4, -0.2, 0.1], [0.0, 0.0, 0.1], [0.0, 0.1, 0.0], [0.1, 0.0, 0.0], [0.1, -0.1, 0.0], [0.0, 0.1, 0.0], [0.1, 0.0, 0.0], [0.0, -0.1, 0.0], [-0.2, 0.1, 0.1], [0.1, 0.0, 0.0], [-0.4, -0.1, 0.0], [0.0, 0.2, 0.2], [0.4, -0.4, 0.0], [0.1, 0.3, 0.2], [0.0, -0.1, -0.3], [-0.1, 0.0, 0.0], [0.0, 0.0, -0.1], [0.0, 0.0, 0.0], [-0.1, 0.0, 0.0], [0.0, 0.0, 0.0], [0.1, 0.1, 0.0], [0.0, 0.0, -0.1], [0.0, 0.0, 0.0], [0.0, 0.0, 0.0], [0.0, 0.0, 0.0], [-0.1, -0.4, 0.3], [0.1, 0.1, 0.1], [0.4, -0.5, 0.7], [0.0, 0.1, -0.1], [-0.1, 0.0, -0.1], [0.0, 0.0, -0.1], [0.0, 0.0, 0.0], [0.0, 0.0, 0.0], [0.0, 0.0, -0.1], [0.1, 0.1, 0.1], [-0.1, 0.0, -0.2], [-0.1, 0.0, 0.0], [0.0, 0.0, 0.0], [0.0, 0.0, 0.0], [0.0, 0.1, 0.0], [0.0, 0.0, 0.0], [0.1, 0.0, 0.0], [0.0, 0.0, -0.1], [-0.1, 0.1, 0.0], [0.0, 0.0, 0.0], [0.0, 0.1, -0.1], [0.0, 0.0, -0.1], [-0.1, -0.1, 0.0], [-0.1, 0.3, -0.3], [0.0, 0.0, 0.0], [0.0, 0.0, -0.1], [0.1, 0.0, 0.0], [0.1, 0.0, 0.0], [0.1, 0.0, 0.0], [-0.1, 0.0, 0.0], [0.0, 0.0, 0.0], [0.0, -0.1, 0.0], [-0.1, 0.0, 0.0], [0.0, 0.1, 0.1], [0.0, 0.0, 0.0], [0.0, 0.0, -0.1], [0.0, 0.0, 0.1], [0.0, -0.1, 0.0], [0.1, -0.1, 0.1], [-0.1, 0.1, 0.0], [0.1, -0.1, -0.2], [0.2, -0.2, -0.7], [-0.3, 0.3, 0.5], [0.0, 0.0, 0.0], [0.0, -0.1, 0.0], [0.0, 0.0, 0.0], [0.0, 0.0, 0.0], [0.0, 0.1, 0.0], [0.0, 0.0, 0.0], [0.1, -0.1, 0.1], [-0.1, 0.0, -0.2], [0.4, 0.4, 0.1], [0.2, -0.1, -0.1], [-0.1, 0.1, 0.0], [-0.1, -0.2, -0.2], [-0.3, 0.0, 0.3], [-0.1, -0.1, 0.0], [0.0, 0.0, 0.0], [0.0, 0.0, 0.0], [0.2, 0.1, -0.1], [0.1, 0.3, 0.2], [-0.1, 0.0, 0.0], [-0.1, 0.0, 0.0], [0.1, -0.2, 0.0], [0.0, -0.1, 0.1], [0.1, 0.1, 0.0], [0.0, 0.1, 0.0], [-0.1, 0.0, 0.0], [-0.1, -0.1, 0.0], [-0.1, 0.0, 0.1], [0.1, -0.3, -0.1], [-0.1, 0.2, 0.1]],
  "homo_lumo_gap_ev": [6.54, 6.28],
  "total_energy_ha": -5694.3159,
  "lumo_energy_ev": [0.37, -0.74],
  "homo_ha": [-0.227, -0.258],
  "multiplicity": 6
}